Record 1
{"formula": "C2H4N2O2S", "method": "ωB97M-V/def2-TZVPD", "smiles": "NSC(=O)C(N)=O", "fmax_ev_per_a": 3.30, "charge": 0, "e_tot_ha": -736.78734, "homo_lumo_gap_ev": 9.870, "elements": ["N", "S", "C", "O", "C", "N", "O", "H", "H", "H", "H"], "xyz": [[-0.7628, 1.3942, 2.2392], [-1.2337, 0.1141, 1.3432], [0.1107, 0.0773, 0.2183], [0.9185, 0.9736, 0.3143], [-0.2165, -0.9655, -1.0083], [0.7907, -1.2526, -1.7941], [-1.3363, -1.4086, -1.0976], [0.2164, 1.2800, 2.5427], [-0.7682, 2.2172, 1.6438], [1.6472, -0.7660, -1.6348], [0.6339, -1.6637, -2.7669]], "lowdin_charge": [-0.365, 0.949, -0.590, -0.010, -0.552, 0.170, 0.041, 0.051, 0.038, 0.099, 0.169]}

Record 2
{"formula": "C2H4N2O2S", "method": "ωB97M-V/def2-TZVPD", "smiles": "[H]/N=C(\\NO)SC=O", "fmax_ev_per_a": 2.69, "charge": 0, "e_tot_ha": -736.70022, "homo_lumo_gap_ev": 10.037, "elements": ["H", "N", "C", "N", "O", "S", "C", "O", "H", "H", "H"], "xyz": [[2.9722, -0.4784, -0.2308], [2.0790, -0.9764, -0.2064], [1.0199, -0.3197, -0.0330], [0.7244, 1.0244, -0.0704], [-0.3087, 1.6205, 0.6974], [-0.3114, -1.5118, 0.4486], [-1.8511, -0.8848, -0.0283], [-2.1541, 0.2165, -0.4345], [1.4944, 1.5743, -0.2671], [-1.1498, 1.5136, 0.0966], [-2.5150, -1.7781, 0.0278]], "lowdin_charge": [0.061, 0.043, -0.673, -0.040, -0.068, 1.035, -0.605, -0.044, 0.108, 0.106, 0.077]}

Record 3
{"formula": "C2H4N2O3", "method": "ωB97M-V/def2-TZVPD", "smiles": "N/C(O)=[N+](/[O-])C=O", "fmax_ev_per_a": 6.36, "charge": 0, "e_tot_ha": -413.64920, "homo_lumo_gap_ev": 7.498, "elements": ["N", "C", "O", "N", "O", "C", "O", "H", "H", "H", "H"], "xyz": [[1.7596, -0.5125, 0.1997], [0.5405, 0.0524, 0.1857], [0.4433, 1.3067, 0.5962], [-0.5076, -0.6173, -0.2739], [-0.6884, -0.0131, -1.5295], [-2.0233, -0.1776, -0.1130], [-2.3425, -0.0394, 1.0553], [1.7914, -1.3852, -0.3132], [2.5665, 0.0789, 0.0561], [1.2577, 1.6102, 1.0228], [-2.7972, -0.3032, -0.8863]], "lowdin_charge": [0.225, -0.422, 0.175, -0.135, -0.236, -0.189, 0.037, 0.134, 0.127, 0.137, 0.146]}

Record 4
{"formula": "C2H4N2O3", "method": "ωB97M-V/def2-TZVPD", "smiles": "O/N=C1\\NOCO1", "fmax_ev_per_a": 7.27, "charge": 0, "e_tot_ha": -413.57031, "homo_lumo_gap_ev": 10.210, "elements": ["O", "N", "C", "N", "O", "C", "O", "H", "H", "H", "H"], "xyz": [[-0.1993, -2.4192, 0.5592], [0.6123, -1.2544, 0.9519], [0.3919, -0.3209, 0.2424], [-0.5703, -0.3863, -0.7149], [-0.4903, 1.1282, -1.2193], [-0.1618, 1.9085, 0.0967], [1.1157, 0.8592, 0.2587], [0.5926, -3.1821, 0.4935], [-0.4420, -1.0293, -1.6305], [0.0927, 3.0159, -0.1717], [-0.9414, 1.6804, 1.1341]], "lowdin_charge": [-0.128, 0.076, -0.628, 0.114, -0.169, 0.033, -0.040, 0.186, 0.209, 0.143, 0.204]}

Record 5
{"formula": "C2H4N2O3S", "method": "ωB97M-V/def2-TZVPD", "smiles": "NC1=NS(=O)(=O)CO1", "fmax_ev_per_a": 7.23, "charge": 0, "e_tot_ha": -811.93271, "homo_lumo_gap_ev": 9.243, "elements": ["N", "C", "N", "S", "O", "O", "C", "O", "H", "H", "H", "H"], "xyz": [[0.0234, 1.3812, 1.8524], [0.0583, 0.5557, 0.8416], [0.4930, 1.1817, -0.7213], [-0.0317, -0.0529, -1.6189], [-1.4202, 0.0637, -1.9747], [0.9009, -0.3936, -2.6510], [-0.0012, -1.4125, -0.3121], [-0.1239, -0.7178, 0.9166], [0.1867, 2.3583, 1.6714], [-0.1599, 1.0521, 2.7900], [0.9394, -1.9578, -0.3519], [-0.8648, -2.0581, -0.4422]], "lowdin_charge": [0.221, -0.316, -0.109, 0.501, -0.335, -0.327, -0.145, 0.006, 0.136, 0.140, 0.115, 0.114]}

Record 6
{"formula": "C2H4N2OP2", "method": "ωB97M-V/def2-TZVPD", "fmax_ev_per_a": 4.19, "charge": 0, "e_tot_ha": -946.03602, "homo_lumo_gap_ev": 8.976, "elements": ["C", "C", "N", "N", "O", "P", "P", "H", "H", "H", "H"], "xyz": [[-1.5473, 0.8837, 0.0157], [-1.7558, -0.4694, 0.5560], [-0.5250, 0.9314, -0.7646], [-0.7570, -1.2399, 0.1780], [2.6456, 0.7579, -0.1594], [0.2130, -0.4723, -0.9544], [1.6858, -0.3676, 0.6800], [-2.2333, 1.7053, 0.1298], [-2.5846, -0.8253, 1.2624], [2.6116, 0.5727, -1.0729], [2.2471, -1.4765, 0.1295]], "lowdin_charge": [-0.232, -0.224, -0.246, -0.282, -0.459, 0.643, 0.747, 0.093, 0.120, -0.031, -0.129]}

Record 7
{"formula": "C2H4N2OS", "method": "ωB97M-V/def2-TZVPD", "fmax_ev_per_a": 3.93, "charge": 0, "e_tot_ha": -661.47760, "homo_lumo_gap_ev": 9.113, "elements": ["C", "C", "N", "N", "O", "S", "H", "H", "H", "H"], "xyz": [[1.8145, 0.0994, -0.4448], [-1.1345, 0.5345, -0.0615], [2.2460, -0.8852, -0.9732], [-0.9089, 0.8717, 1.2015], [1.6012, 0.9703, 0.2668], [-1.8294, -1.0374, -0.2797], [-1.8966, -1.1185, -1.5963], [1.7715, -1.4657, -1.6422], [-0.3655, 1.6702, 1.4112], [-1.2984, 0.3608, 2.1182]], "lowdin_charge": [-0.451, -0.597, 0.191, -0.088, 0.135, 0.684, -0.167, 0.079, 0.057, 0.156]}

Record 8
{"formula": "C2H4N2OS", "method": "ωB97M-V/def2-TZVPD", "smiles": "N/N=C/SC=O", "fmax_ev_per_a": 4.62, "charge": 0, "e_tot_ha": -661.45471, "homo_lumo_gap_ev": 9.303, "elements": ["N", "N", "C", "S", "C", "O", "H", "H", "H", "H"], "xyz": [[1.3402, -0.0142, 1.6045], [0.6396, -0.0874, 0.3497], [-0.5627, -0.6216, 0.3339], [-1.7922, -0.3657, -0.9146], [-0.8803, 0.7662, -1.9523], [-1.6037, 1.0004, -2.8987], [2.3164, 0.1214, 1.4151], [1.3045, -0.9513, 2.2366], [-0.8602, -0.9284, 1.4163], [0.0984, 1.0806, -1.5904]], "lowdin_charge": [-0.048, -0.149, -0.525, 0.948, -0.511, -0.070, 0.045, 0.135, 0.096, 0.079]}

Record 9
{"formula": "C2H4N2OS", "method": "ωB97M-V/def2-TZVPD", "smiles": "C=NSC(N)=O", "fmax_ev_per_a": 6.76, "charge": 0, "e_tot_ha": -661.48969, "homo_lumo_gap_ev": 9.376, "elements": ["C", "N", "S", "C", "N", "O", "H", "H", "H", "H"], "xyz": [[-1.5370, -0.0445, 1.5660], [-0.7335, 0.3154, 0.4939], [0.9332, 0.7794, 0.8164], [1.4640, 0.2974, -0.7639], [0.5331, -0.1316, -1.6787], [2.6525, 0.3511, -1.0023], [-2.6073, -0.2236, 1.2991], [-1.2925, -0.0983, 2.7737], [0.9502, -0.9411, -2.3285], [-0.3627, -0.3041, -1.1758]], "lowdin_charge": [-0.086, -0.387, 0.970, -0.921, 0.061, -0.034, 0.058, 0.119, 0.177, 0.043]}

Record 10
{"formula": "C2H4N2OS", "method": "ωB97M-V/def2-TZVPD", "smiles": "[H]/N=C(/N)C(=O)S", "fmax_ev_per_a": 2.62, "charge": 0, "e_tot_ha": -661.54106, "homo_lumo_gap_ev": 9.642, "elements": ["H", "N", "C", "N", "C", "O", "S", "H", "H", "H"], "xyz": [[1.7203, -0.8814, 0.9957], [1.4340, 0.0678, 1.2210], [0.3387, 0.4983, 0.8283], [-0.2013, 1.6151, 1.4137], [-0.5459, -0.0587, -0.2653], [-1.7392, 0.1848, -0.2740], [0.2703, -1.0999, -1.4583], [-1.2043, 1.6018, 1.3312], [0.1890, 1.8777, 2.3293], [1.4981, -0.8968, -0.9532]], "lowdin_charge": [0.045, 0.115, -0.534, 0.123, -0.699, 0.020, 0.860, 0.084, 0.119, -0.132]}

Record 11
{"formula": "C2H4N2OS", "method": "ωB97M-V/def2-TZVPD", "smiles": "[H]/N=C(/N)C(O)=S", "fmax_ev_per_a": 2.17, "charge": 0, "e_tot_ha": -661.53561, "homo_lumo_gap_ev": 8.806, "elements": ["H", "N", "C", "N", "C", "O", "S", "H", "H", "H"], "xyz": [[-1.9217, -0.0295, 0.7864], [-1.3586, 0.6542, 0.3189], [-0.2022, 0.3697, -0.0467], [0.5598, 1.3147, -0.6152], [0.5191, -0.9966, 0.0964], [-0.2714, -2.0304, 0.3379], [2.1385, -1.1069, 0.1033], [0.1995, 2.2667, -0.5628], [1.5511, 1.2502, -0.7057], [-1.2139, -1.6920, 0.2874]], "lowdin_charge": [0.038, 0.135, -0.539, 0.101, -0.798, 0.009, 0.767, 0.116, 0.044, 0.126]}

Record 12
{"formula": "C2H4N2OS", "method": "ωB97M-V/def2-TZVPD", "fmax_ev_per_a": 6.30, "charge": 0, "e_tot_ha": -661.40209, "homo_lumo_gap_ev": [5.198, 5.199], "elements": ["C", "C", "N", "N", "O", "S", "H", "H", "H", "H"], "xyz": [[2.2342, 0.6258, 0.1340], [-1.1081, -0.0118, -0.0235], [-0.7299, -1.2485, -0.4085], [-0.2532, 0.7881, 0.5406], [2.3171, -0.3657, -0.4606], [-2.7019, 0.3180, -0.2991], [2.0762, 1.5115, 0.6908], [0.1685, -1.6657, -0.0609], [-1.4080, -1.7077, -0.8460], [-0.5949, 1.7560, 0.7332]], "lowdin_charge": [0.189, -1.169, 0.038, -0.020, 0.192, 0.506, 0.112, 0.111, -0.008, 0.049]}

Record 13
{"formula": "C2H4N2OS2", "method": "ωB97M-V/def2-TZVPD", "smiles": "NC(=S)N(O)C=S", "fmax_ev_per_a": 2.07, "charge": 0, "e_tot_ha": -1059.67144, "homo_lumo_gap_ev": 8.267, "elements": ["N", "C", "S", "N", "O", "C", "S", "H", "H", "H", "H"], "xyz": [[0.9808, -1.3467, 0.2095], [0.4898, -0.4269, -0.6461], [0.8145, -0.4904, -2.2721], [-0.3480, 0.5166, -0.0992], [-0.4352, 1.6861, -0.8247], [-0.9494, 0.5394, 1.0856], [-1.6705, 1.8233, 1.6891], [1.6703, -1.9587, -0.1633], [0.8789, -1.2807, 1.2333], [-0.4700, 1.3806, -1.7732], [-0.9614, -0.4426, 1.5612]], "lowdin_charge": [0.099, -0.843, 0.690, -0.246, -0.064, -0.708, 0.734, 0.086, 0.119, 0.059, 0.074]}

Record 14
{"formula": "C2H4N2OS2", "method": "ωB97M-V/def2-TZVPD", "fmax_ev_per_a": 7.41, "charge": 0, "e_tot_ha": -1059.55111, "homo_lumo_gap_ev": 7.155, "elements": ["C", "C", "H", "H", "H", "H", "N", "N", "O", "S", "S"], "xyz": [[-0.7177, -0.6837, -0.1926], [0.6058, -0.1178, -0.3705], [-1.7509, -2.1942, 1.0864], [-0.0987, -1.7847, 1.4527], [1.7672, 1.5201, -0.7255], [0.4385, 3.0175, 0.6646], [-0.9405, -1.5232, 0.8353], [0.9385, 1.1874, -0.2358], [-0.1882, 1.9544, -0.1715], [-1.8297, -0.2455, -1.3571], [1.7757, -1.1304, -0.9860]], "lowdin_charge": [-0.938, -0.877, 0.160, 0.139, 0.130, 0.329, 0.065, -0.160, -0.168, 0.675, 0.647]}

Record 15
{"formula": "C2H4N2OS2", "method": "ωB97M-V/def2-TZVPD", "smiles": "[H]/N=C(\\NS)SC=O", "fmax_ev_per_a": 5.77, "charge": 0, "e_tot_ha": -1059.65268, "homo_lumo_gap_ev": 9.622, "elements": ["H", "N", "C", "N", "S", "S", "C", "O", "H", "H", "H"], "xyz": [[-1.8374, 1.9930, 0.3995], [-0.7425, 1.9292, -0.0028], [-0.2433, 0.7324, -0.1127], [-0.7013, -0.4983, -0.1640], [-2.4203, -0.6619, -0.3302], [1.5696, 0.8619, -0.2741], [2.3381, -0.6937, -0.2430], [1.6665, -1.7604, 0.1098], [-0.1215, -1.2746, 0.1166], [-2.9952, -0.0404, 0.9342], [3.4873, -0.5872, -0.4331]], "lowdin_charge": [0.107, 0.003, -0.867, -0.392, 0.716, 1.001, -0.521, -0.147, 0.047, -0.055, 0.108]}

Record 16
{"formula": "C2H4N2S", "method": "ωB97M-V/def2-TZVPD", "smiles": "[H]/N=C/C(N)=S", "fmax_ev_per_a": 4.70, "charge": 0, "e_tot_ha": -586.23952, "homo_lumo_gap_ev": 8.890, "elements": ["H", "N", "C", "C", "N", "S", "H", "H", "H"], "xyz": [[-2.2220, 1.2860, -0.0688], [-1.5627, 0.5407, -0.0487], [-0.4445, 1.0188, 0.1856], [0.9296, -0.2131, -0.0754], [0.5006, -1.4355, 0.0847], [2.4968, 0.2316, -0.2319], [-0.3585, 2.0755, 0.3532], [-0.5234, -1.4310, 0.1867], [1.1842, -2.0731, -0.3854]], "lowdin_charge": [0.042, 0.055, -0.134, -0.875, 0.037, 0.571, 0.085, 0.093, 0.126]}

Record 17
{"formula": "C2H4N2S", "method": "ωB97M-V/def2-TZVPD", "smiles": "C=NC#N.S", "fmax_ev_per_a": 4.80, "charge": 0, "e_tot_ha": -586.22391, "homo_lumo_gap_ev": 9.636, "elements": ["C", "N", "C", "N", "H", "H", "S", "H", "H"], "xyz": [[0.0817, 0.1083, 1.1255], [-0.4841, -1.0337, 1.2816], [-1.1868, -1.3105, 2.3546], [-1.7043, -1.6014, 3.3118], [0.5772, 0.2765, 0.1760], [-0.1694, 1.0673, 1.7371], [-0.6254, -0.4484, -2.0958], [-1.3396, -0.5313, -3.3636], [-0.4635, -1.6622, -1.9529]], "lowdin_charge": [-0.011, 0.014, -0.382, 0.159, 0.015, 0.128, 0.500, -0.117, -0.307]}

Record 18
{"formula": "C2H4N2S", "method": "ωB97M-V/def2-TZVPD", "fmax_ev_per_a": 5.08, "charge": 0, "e_tot_ha": -586.12495, "homo_lumo_gap_ev": 8.672, "elements": ["C", "C", "H", "H", "H", "H", "N", "N", "S"], "xyz": [[-1.1753, -1.1891, -0.0316], [1.2743, 0.6840, -0.0674], [-0.1850, -1.8061, 0.9798], [-2.1366, -1.5002, -0.4840], [-0.3257, 1.8523, 0.3318], [1.6736, 1.8007, -0.5477], [-1.2206, 0.0124, -0.2730], [-0.1216, 0.7920, 0.1775], [2.2168, -0.6460, -0.0854]], "lowdin_charge": [-0.118, -0.765, 0.201, 0.065, 0.152, 0.128, -0.077, -0.157, 0.570]}

Record 19
{"formula": "C2H4N2S", "method": "ωB97M-V/def2-TZVPD", "fmax_ev_per_a": 6.48, "charge": 0, "e_tot_ha": -586.17199, "homo_lumo_gap_ev": [7.292, 7.291], "elements": ["C", "C", "N", "N", "S", "H", "H", "H", "H"], "xyz": [[1.3206, 1.4456, -0.0461], [-0.6674, 0.1654, -0.0582], [2.1010, 2.3186, -0.0049], [0.6677, 0.4523, -0.3653], [1.7704, -1.4111, 0.3053], [-1.4014, 1.0162, -0.1180], [-1.0596, -0.4224, -0.9458], [-0.8436, -0.2295, 0.9912], [3.0209, -1.3039, -0.2915]], "lowdin_charge": [-0.490, -0.198, 0.157, -0.211, 0.610, 0.106, 0.102, 0.097, -0.173]}

Record 20
{"formula": "C2H4N2S", "method": "ωB97M-V/def2-TZVPD", "smiles": "C=NNC=S", "fmax_ev_per_a": 2.14, "charge": 0, "e_tot_ha": -586.23230, "homo_lumo_gap_ev": 8.661, "elements": ["C", "N", "N", "C", "S", "H", "H", "H", "H"], "xyz": [[-1.5848, 0.3311, 0.0142], [-0.9663, -0.7587, -0.2584], [0.3587, -0.7266, 0.0781], [1.3094, 0.2332, -0.1008], [2.8907, -0.1543, -0.0462], [-2.7172, 0.3120, -0.0229], [-1.0079, 1.1726, 0.4948], [0.6786, -1.6530, 0.3275], [1.0387, 1.2438, -0.4862]], "lowdin_charge": [-0.041, -0.029, -0.143, -0.736, 0.588, 0.088, 0.084, 0.119, 0.070]}

How do the records compare in ΔE to the lowest compared entry with this formula, charge and spin? In the order shown, they have 46.1 274.9 636.7 843.8 292.0 33.2 283.4 343.5 251.6 116.8 131.1 481.6 188.6 504.5 237.8 144.1 185.0 444.9 321.4 163.0 kJ/mol.